15
Properties=species:S:1:pos:R:3:forces:R:3 method="wB97M-V/def2-TZVPD" homo_energy_ha=-0.348 orbital_gap_ev=10.4236 largest_force_ev_per_a=5.293 charge=0
H 2.072 0.187 0.091 0.2 -0.4 0.2
H -1.559 1.605 -0.554 0.5 0.2 0.5
H 1.410 -1.458 3.096 -0.7 0.0 -1.2
H 0.859 -0.123 -0.980 -0.2 0.3 -0.2
S 0.156 -0.893 1.022 1.1 1.2 0.5
N 1.072 0.150 -0.028 -0.9 -0.7 -0.1
H -2.460 -0.001 -0.837 0.3 1.3 -0.6
C -1.905 0.886 -1.261 -0.8 -1.2 0.8
C 1.390 -0.657 2.304 -2.8 0.1 4.5
C -1.664 1.019 -2.548 0.4 0.5 3.1
H 1.118 0.176 3.031 0.5 -0.3 -1.5
H -2.103 0.405 -3.186 -1.6 -2.8 -2.9
H 2.369 -0.651 2.028 2.7 0.5 -1.4
O 0.207 -2.319 0.732 0.1 -0.7 -0.7
H -0.964 1.674 -2.909 1.2 2.0 -0.8


15
Properties=species:S:1:pos:R:3:forces:R:3 method="wB97M-V/def2-TZVPD" smiles=OCNCCS homo_energy_ha=-0.335 orbital_gap_ev=9.9148 largest_force_ev_per_a=1.709 charge=0
C 1.413 -0.037 -0.961 0.5 0.7 0.4
H 0.964 1.396 -2.175 -0.6 0.3 -1.5
H -1.094 -0.545 -0.673 -0.9 0.8 -0.1
S -2.741 0.092 1.149 -0.3 -0.1 -0.6
H -0.188 1.226 1.072 -0.2 0.1 -0.4
O 1.338 1.362 -1.321 0.4 -0.4 1.6
C -0.054 0.145 1.032 1.1 -0.8 0.9
H 0.066 -0.206 2.064 -0.4 0.3 0.1
H 0.647 -0.554 -1.532 0.3 -0.4 -0.1
H -1.146 -1.664 0.552 0.0 0.2 0.6
H 2.438 -0.356 -1.161 -0.2 -0.4 -0.5
H 1.979 0.219 0.920 0.3 0.0 0.3
N 1.244 -0.271 0.440 -1.0 0.4 -0.5
H -3.639 -0.227 0.183 0.4 0.0 0.3
C -1.228 -0.581 0.411 0.6 -0.6 -0.6


15
Properties=species:S:1:pos:R:3:forces:R:3 method="wB97M-V/def2-TZVPD" smiles="NC=O.CCS" homo_energy_ha=-0.334 orbital_gap_ev=9.6690 largest_force_ev_per_a=1.541 charge=0
N -4.190 -0.835 -1.708 0.8 0.7 0.1
H 3.290 -0.680 -0.715 -0.1 0.3 0.1
H 2.720 1.973 -0.344 -0.1 -0.1 -0.1
H 2.455 2.652 1.260 0.3 0.1 0.0
C -4.285 -1.902 -0.854 -0.3 -0.2 1.5
H -3.783 -2.842 -1.113 0.0 0.1 -0.7
H -3.352 -0.780 -2.273 -0.2 -0.5 -0.2
C 2.951 1.848 0.713 0.1 -0.4 0.1
S 2.974 -1.036 0.538 0.4 -0.2 0.1
H 2.599 0.429 2.322 -0.1 0.1 -0.1
O -4.874 -1.848 0.208 0.1 0.1 -0.6
H 1.321 0.545 1.083 -0.1 0.0 0.3
H -4.253 0.040 -1.190 -0.5 -0.2 -0.1
C 2.394 0.535 1.256 -0.3 0.1 -0.5
H 4.034 1.902 0.818 0.0 0.1 0.1


16
Properties=species:S:1:pos:R:3:forces:R:3 method="wB97M-V/def2-TZVPD" homo_energy_ha=-0.326 orbital_gap_ev=9.4127 largest_force_ev_per_a=2.137 charge=0
H 0.337 2.898 -1.637 0.0 0.0 0.1
H 2.800 1.882 -1.135 0.0 0.0 0.0
H -0.079 -0.512 1.189 -0.1 0.1 0.1
C 2.475 1.531 -0.156 0.2 0.1 0.1
C -0.020 2.557 -0.662 0.0 0.3 0.0
N -0.652 -1.066 0.573 -1.0 -1.5 0.1
H 3.080 0.663 0.122 -0.1 0.1 0.0
H -1.080 -2.960 -0.132 0.1 0.0 0.0
H -2.760 -0.189 0.128 0.0 -0.1 0.0
O 0.297 -2.970 1.382 -0.1 0.1 -0.2
S -1.614 -0.281 -0.579 -0.4 -0.8 0.4
H -1.097 2.388 -0.726 0.3 0.0 0.0
H 2.628 2.321 0.585 0.0 -0.1 -0.1
H 0.167 3.334 0.087 0.0 -0.2 -0.1
C -0.460 -2.428 0.612 -0.2 0.2 0.0
S 0.753 0.996 -0.191 1.3 1.6 -0.5


14
Properties=species:S:1:pos:R:3:forces:R:3 method="wB97M-V/def2-TZVPD" homo_energy_ha="0.035 / -0.152" spin_multiplicity=2 orbital_gap_ev="2.6349 / 7.7076" largest_force_ev_per_a=3.942 charge=-1
C -1.868 -0.967 -0.377 0.9 1.3 -0.1
H -1.043 -1.627 -0.586 0.1 -0.3 -1.0
H -2.352 -1.649 1.695 0.0 0.1 -1.9
H -0.279 -0.074 1.192 0.1 0.2 -0.1
H -3.241 -2.692 0.500 1.0 2.3 -0.5
N 3.665 1.549 -0.681 -1.4 1.3 0.1
H 3.394 -0.527 -0.937 -0.3 0.5 0.6
C 3.598 0.332 -0.243 -0.1 -2.4 0.6
H -3.622 -0.835 0.790 0.7 -1.4 -0.3
C -2.779 -1.601 0.621 -2.7 -0.3 2.8
H 2.989 1.720 -1.476 1.5 -0.6 0.6
H 3.738 -0.048 0.866 0.3 1.1 -1.9
S -1.041 0.542 0.246 0.1 0.0 0.8
H -2.298 -0.363 -1.219 -0.2 -1.9 0.1


14
Properties=species:S:1:pos:R:3:forces:R:3 method="wB97M-V/def2-TZVPD" smiles=C[C@@H](N)CS homo_energy_ha=-0.338 orbital_gap_ev=10.0910 largest_force_ev_per_a=2.487 charge=0
C 1.260 1.439 1.197 -0.9 0.0 0.9
C 0.767 0.354 0.239 1.8 1.4 0.5
N 1.485 -0.945 0.311 -1.5 0.2 -0.9
H -1.251 1.106 0.509 0.1 -0.1 0.8
H -0.921 -0.563 1.274 -0.1 0.3 0.1
H -1.248 0.458 -1.911 -0.1 -0.6 0.7
S -1.468 -0.603 -1.066 0.0 0.2 -0.1
H 0.686 2.350 0.971 0.5 0.0 -0.2
H 0.994 -1.346 -0.500 0.3 -1.0 0.5
H 2.332 1.624 1.165 0.0 0.0 -0.1
H 0.943 1.243 2.225 0.4 -0.3 0.2
H 1.030 0.863 -0.719 -1.0 -0.6 0.0
C -0.726 0.152 0.477 0.2 -0.1 -2.5
H 2.436 -0.915 -0.042 0.1 0.6 0.3


14
Properties=species:S:1:pos:R:3:forces:R:3 method="wB97M-V/def2-TZVPD" smiles="C=CN.CS" homo_energy_ha=-0.297 orbital_gap_ev=8.4758 largest_force_ev_per_a=5.439 charge=0
S -2.189 -1.335 1.917 -0.1 0.3 -0.2
H -1.057 -0.817 1.456 0.5 0.0 0.5
H 2.738 1.874 1.054 -1.0 -0.5 0.0
H 0.380 0.577 -1.655 -0.4 1.2 -0.3
C -2.801 -1.394 0.212 -1.7 -1.4 -1.3
H 2.141 0.993 -2.426 -1.2 -1.1 0.2
C 1.421 0.846 -1.584 3.2 -2.3 2.5
H 3.162 0.307 -0.273 1.0 -0.3 -1.3
C 2.123 0.503 -0.378 -1.5 5.2 -0.2
H -2.330 -0.562 -0.400 -0.8 -1.2 0.7
N 1.946 1.235 0.914 -2.0 -2.1 -0.4
H 0.974 1.549 1.165 1.9 0.0 -0.5
H -2.517 -2.454 -0.200 -0.6 2.2 0.4
H -3.991 -1.321 0.199 2.7 0.0 0.0


14
Properties=species:S:1:pos:R:3:forces:R:3 method="wB97M-V/def2-TZVPD" smiles=CNCSC homo_energy_ha=-0.317 orbital_gap_ev=9.5994 largest_force_ev_per_a=2.846 charge=0
N 0.418 0.014 -1.469 0.2 0.5 -1.9
H 1.275 0.650 2.817 -0.7 0.2 0.8
H 0.408 -1.650 -2.831 0.5 0.1 1.5
C -0.074 -1.355 -1.850 2.7 0.9 0.3
H 1.467 -0.731 1.733 1.0 -0.8 0.0
C -0.461 0.806 -0.564 0.4 -0.7 -1.4
H -1.058 -1.371 -2.226 -1.9 -0.2 0.8
H -1.392 1.016 -1.151 -0.1 -0.4 1.5
H 0.559 0.490 -2.410 -0.3 -0.1 2.0
H 0.266 -1.931 -0.948 -1.1 -0.4 -1.3
C 1.141 0.266 1.832 -1.2 1.1 -2.3
H -0.057 1.753 -0.293 0.8 0.9 -0.8
S -0.605 0.150 1.120 -0.5 -0.5 0.9
H 1.644 0.978 1.163 0.3 -0.6 0.1


15
Properties=species:S:1:pos:R:3:forces:R:3 method="wB97M-V/def2-TZVPD" smiles="C=C(C)N.SS" homo_energy_ha=-0.304 orbital_gap_ev=8.7510 largest_force_ev_per_a=0.484 charge=0
S -2.060 -0.973 1.779 -0.1 0.1 -0.1
C 0.726 1.404 -1.072 0.2 -0.2 0.0
C 0.902 0.312 -0.330 0.2 -0.1 0.1
H 1.685 -0.512 1.360 0.1 0.1 0.0
N 1.298 0.350 1.009 0.0 -0.2 0.3
H 0.424 -1.032 -1.895 0.0 -0.2 0.0
S -3.074 -0.418 0.069 0.0 -0.1 0.1
H -1.050 -0.089 1.680 0.0 0.0 0.0
H -0.216 -1.507 -0.304 0.1 -0.1 -0.1
H 0.971 2.384 -0.686 -0.1 0.1 -0.1
H 1.500 -1.729 -0.660 0.1 0.0 0.0
H -3.930 0.442 0.640 0.0 0.0 0.0
H 1.812 1.157 1.327 -0.1 0.0 -0.1
H 0.373 1.291 -2.085 0.0 0.2 0.0
C 0.641 -1.081 -0.831 -0.3 0.4 0.0


15
Properties=species:S:1:pos:R:3:forces:R:3 method="wB97M-V/def2-TZVPD" smiles="C=CN.CSS" homo_energy_ha=-0.312 orbital_gap_ev=9.0782 largest_force_ev_per_a=3.040 charge=0
N 2.218 2.480 -0.080 0.8 0.6 -0.2
H 3.091 2.553 0.417 -0.1 -0.1 0.2
H 2.409 2.326 -1.055 -0.7 -0.2 -0.1
H -0.168 0.463 -1.617 0.3 -0.8 -0.6
H 0.197 2.049 0.093 -0.1 -0.2 0.1
C 1.264 1.530 1.867 0.8 -0.2 0.2
H -1.743 1.077 -1.449 -0.4 0.1 -0.5
S -1.669 -0.851 -0.130 1.3 0.4 -0.7
H 0.522 1.186 2.566 -0.4 0.1 -0.3
C 1.141 1.956 0.616 -0.2 0.1 -0.2
C -1.203 0.156 -1.668 -1.8 0.1 2.5
H 2.292 1.523 2.225 -0.1 -0.1 0.3
H 0.861 -1.324 0.489 -0.2 0.0 0.0
S -0.028 -2.100 -0.167 -0.1 -0.2 0.3
H -1.704 -0.434 -2.419 0.8 0.3 -0.9


15
Properties=species:S:1:pos:R:3:forces:R:3 method="wB97M-V/def2-TZVPD" smiles=CSSCCN homo_energy_ha=-0.318 orbital_gap_ev=8.3377 largest_force_ev_per_a=3.024 charge=0
H 0.501 -1.246 1.789 0.3 0.2 0.2
H -0.554 -1.812 -0.097 0.0 0.0 -0.1
H -3.316 1.834 -0.249 0.4 0.4 0.9
C -2.279 1.694 -0.561 -0.9 -0.8 -1.1
C 0.446 -1.430 -0.317 -0.6 0.1 -0.7
S -1.172 0.848 0.576 1.2 0.0 -1.8
C 1.220 -1.458 1.000 0.8 -0.9 -0.3
H 2.290 0.271 1.346 -0.1 0.0 -0.1
N 2.464 -0.710 1.156 -0.4 0.5 -0.3
H 1.557 -2.495 1.103 -0.5 -0.2 0.3
S 0.240 0.171 -1.131 -1.5 0.7 2.5
H 0.780 -2.044 -1.157 0.7 -0.3 0.4
H -2.480 0.967 -1.357 0.5 0.3 -0.2
H -1.871 2.604 -0.993 0.0 0.0 0.2
H 2.946 -0.732 0.263 0.2 0.0 0.1


15
Properties=species:S:1:pos:R:3:forces:R:3 method="wB97M-V/def2-TZVPD" smiles="C=NC.CSS" homo_energy_ha=-0.316 orbital_gap_ev=8.7931 largest_force_ev_per_a=4.398 charge=0
H -0.616 -0.703 -2.255 3.8 -1.9 1.2
H -2.328 2.442 -4.203 0.8 -0.5 -0.4
H 1.809 -2.078 2.476 -1.4 -0.1 0.2
H -0.017 -2.596 2.661 1.2 0.4 -0.7
C 0.746 -1.979 2.090 0.7 -1.5 0.2
S 0.181 -0.319 2.332 1.2 1.1 -1.0
H 0.868 -2.332 1.039 -0.8 0.5 0.6
H -2.065 -0.082 -1.589 0.7 0.1 -1.1
H 2.750 -0.342 1.630 -1.1 1.5 -0.5
C -1.483 -0.317 -2.538 -4.3 0.9 -0.6
C -2.283 1.397 -3.863 0.6 -0.1 1.0
S 1.794 0.636 1.197 0.1 -1.9 1.2
H -3.338 0.986 -3.879 1.2 -0.3 0.4
H -2.104 -1.093 -3.044 0.5 0.5 0.0
N -1.206 0.874 -3.349 -3.4 1.2 -0.5